38
Properties=species:S:1:pos:R:3:forces:R:3 method="wB97M-V/def2-TZVPD" total_charge=-1 smiles="COCCCCCCCCCCC(=O)[O-]" homo_energy_ha=-0.1505 mol_weight_g_mol=215.3
C -2.02550 -2.29841 2.17198 -0.02 0.17 0.05
O -3.05706 -1.35125 2.09163 -0.17 0.11 0.00
C -3.02784 -0.60693 0.87829 -0.12 -0.10 0.26
C -1.79731 0.22871 0.67192 -0.18 -0.13 0.31
C -1.53829 1.17258 1.81947 0.13 0.30 -0.11
C -0.46333 2.23478 1.53356 0.09 -0.33 0.12
C 0.61507 1.84712 0.52672 0.13 0.07 0.36
C 1.64618 0.88092 1.12251 0.10 -0.26 -0.42
C 1.97497 -0.40136 0.34064 0.05 0.27 0.01
C 2.35621 -0.22453 -1.13676 -0.02 -0.24 0.03
C 1.77269 -1.23658 -2.13362 0.15 0.12 0.07
C 1.52757 -0.64347 -3.51421 0.16 -0.23 0.12
C 0.33029 0.30566 -3.48863 -0.23 -0.78 -0.22
O -0.78088 -0.27095 -3.44530 -0.39 0.08 0.21
O 0.58977 1.51442 -3.51093 0.04 1.18 0.12
H -2.36816 -3.10784 2.80040 -0.09 -0.28 0.19
H -1.76413 -2.68473 1.19321 0.04 -0.23 -0.33
H -1.12468 -1.87895 2.61189 0.29 0.16 0.11
H -3.16462 -1.28484 0.04116 -0.03 -0.23 -0.30
H -3.88292 0.05194 0.92144 -0.43 0.13 0.08
H -1.98256 0.79861 -0.22188 0.12 0.21 -0.64
H -0.95160 -0.41182 0.48402 0.45 -0.17 -0.19
H -1.30392 0.63029 2.72635 0.14 -0.32 0.21
H -2.47525 1.67705 2.02729 -0.29 0.23 0.21
H -0.93378 3.16355 1.24289 -0.22 0.26 -0.32
H 0.04569 2.44947 2.46758 0.11 0.23 0.33
H 0.19122 1.46458 -0.38519 -0.22 -0.20 -0.45
H 1.12621 2.75775 0.24561 0.14 0.28 -0.22
H 2.57930 1.41310 1.26117 0.32 0.25 0.09
H 1.32509 0.60030 2.11895 -0.09 -0.20 0.37
H 2.82603 -0.84488 0.84511 0.18 -0.31 0.28
H 1.17110 -1.11696 0.45636 -0.42 -0.19 -0.14
H 2.13293 0.77153 -1.48758 -0.29 0.42 -0.08
H 3.43173 -0.33105 -1.19893 0.46 0.22 -0.08
H 2.45937 -2.07381 -2.22355 0.15 -0.33 0.07
H 0.83253 -1.63797 -1.77694 -0.37 -0.08 0.15
H 2.40067 -0.11075 -3.86743 0.39 0.17 -0.06
H 1.30723 -1.44529 -4.20920 -0.06 -0.25 -0.19



7
Properties=species:S:1:pos:R:3:forces:R:3 method="wB97M-V/def2-TZVPD" total_charge=0 de_lowest_ev=4.576 homo_energy_ha="-0.3245 / -0.4012" mol_weight_g_mol=111.6
N -1.85059 -1.18485 0.33950 -1.48 -0.47 -0.06
O -2.12486 -2.09926 1.10944 0.30 1.16 -0.56
O -2.54689 -0.19592 0.08379 -0.33 -0.32 0.69
Si -0.41893 -1.06821 -0.73354 2.29 -0.08 3.04
Cl -0.88869 -0.63523 -2.59238 -0.13 -0.17 -0.89
H 0.88446 -0.02336 1.44108 -0.45 -0.11 -0.86
H 0.35409 -2.20126 -0.09996 -0.20 -0.02 -1.36



46
Properties=species:S:1:pos:R:3:forces:R:3 method="wB97M-V/def2-TZVPD" total_charge=0 de_lowest_ev=0.217 smiles="CC(C)[C@@H]1NC(=O)N(CC(=O)OC(C)(C)C)CN(C)C1=O" homo_energy_ha=-0.3357 mol_weight_g_mol=299.4
C -4.49274 2.26683 1.61252 -0.14 -0.43 0.04
C -3.45671 2.75851 0.60643 0.07 -1.24 0.29
C -4.11728 3.04774 -0.72295 0.54 -1.11 -1.12
C -2.23194 1.78986 0.57421 0.86 0.10 -0.17
N -1.12862 2.54541 -0.06291 -0.46 -1.92 0.86
C -0.07124 2.05871 -0.81685 -0.51 -0.44 0.42
O 0.38180 2.89872 -1.53694 2.05 0.57 -2.06
N 0.41062 0.72465 -0.75465 0.67 1.63 1.34
C 1.27834 0.18341 -1.79239 -0.77 0.13 0.26
C 2.10267 -1.00957 -1.32135 -0.61 -1.46 -1.53
O 1.94528 -2.05067 -1.95979 0.81 1.12 1.52
O 2.92255 -0.80985 -0.28000 -0.92 0.06 -0.29
C 3.62940 -1.92366 0.34218 0.67 -1.32 -0.57
C 4.65072 -2.49116 -0.67541 -0.03 -0.68 1.08
C 4.33269 -1.31574 1.53571 -1.03 1.11 -0.47
C 2.72210 -3.04405 0.85553 -0.03 -0.39 -1.56
C -0.06416 -0.13527 0.30654 -0.89 -0.10 -0.75
N -1.41274 -0.53199 -0.07503 -0.16 -0.57 0.58
C -1.60235 -1.90016 -0.59789 -1.71 0.49 0.26
C -2.46514 0.36556 -0.05060 -0.72 -0.61 0.94
O -3.60254 -0.01612 -0.29836 0.59 0.32 -0.40
H -5.03329 1.38082 1.20944 0.38 0.61 0.38
H -5.20123 3.07396 1.80066 -0.15 -0.11 0.05
H -4.01436 2.00792 2.57326 -0.25 0.02 -0.33
H -3.07035 3.69520 0.97678 0.44 0.37 0.33
H -3.39936 3.32374 -1.52949 -0.39 -0.20 0.53
H -4.81421 3.85104 -0.61952 -0.47 0.61 0.11
H -4.67627 2.15038 -1.04746 0.30 0.45 -0.01
H -1.92987 1.57466 1.62921 -0.39 0.17 -0.50
H -1.34335 3.49851 -0.34355 0.18 -0.48 0.05
H 0.64023 -0.16878 -2.61194 0.39 -0.24 0.06
H 1.92279 0.93511 -2.20882 0.33 0.61 0.06
H 4.21590 -3.11252 -1.45799 -0.23 0.24 0.10
H 5.16635 -1.66136 -1.10896 0.53 0.45 -0.41
H 5.37950 -3.13356 -0.12974 -0.39 0.52 -0.30
H 4.95820 -2.03017 2.00055 0.61 -0.80 0.53
H 3.57556 -0.95618 2.25281 0.39 -0.05 -0.18
H 4.93633 -0.48283 1.20097 0.19 0.30 0.08
H 2.04566 -2.64917 1.57744 -0.64 0.24 0.71
H 3.38178 -3.77760 1.35570 -0.49 0.18 -0.37
H 2.13214 -3.50194 0.00973 0.75 0.25 0.98
H 0.55717 -1.05360 0.47650 -0.55 1.02 -0.43
H -0.10176 0.39140 1.25747 0.13 0.23 0.01
H -1.79038 -1.88028 -1.68032 0.16 -0.10 0.26
H -2.49829 -2.34335 -0.11097 0.46 0.29 -0.40
H -0.76961 -2.54253 -0.35977 0.46 0.14 -0.01



51
Properties=species:S:1:pos:R:3:forces:R:3 method="wB97M-V/def2-TZVPD" total_charge=+2 multiplicity=2 de_lowest_ev=0.009 homo_energy_ha="-0.5537 / -0.5488" mol_weight_g_mol=512.8
Mn -0.95906 0.64118 0.61906 -1.04 -0.20 1.20
S -1.33051 -1.36369 4.46682 0.08 0.53 -0.39
C -0.74745 0.23333 4.80290 0.09 0.23 -0.25
C -0.43778 0.95562 3.68078 0.12 0.19 0.86
C -0.70496 0.23577 2.50511 0.08 -1.10 -0.72
C -1.15246 -1.08680 2.80290 0.29 0.80 -0.34
C -1.41023 -1.99209 1.71591 -0.06 -0.33 -0.30
C -1.74247 -3.33291 1.85034 0.04 0.16 -0.08
C -1.92325 -4.09755 0.70650 0.01 0.08 0.04
C -1.75719 -3.49588 -0.52706 0.05 0.21 -0.14
C -1.43379 -2.14236 -0.58640 -0.07 -0.38 -0.19
N -1.27007 -1.39656 0.49833 0.05 0.04 0.26
H -0.71108 0.56908 5.83015 -0.02 0.01 -0.06
H -0.11408 1.98569 3.71594 0.03 -0.01 0.03
H -1.85320 -3.76879 2.83452 0.00 0.02 0.00
H -2.18394 -5.14432 0.78171 0.00 0.00 0.00
H -1.87768 -4.05303 -1.44525 0.00 0.01 0.00
H -1.29970 -1.65304 -1.54026 0.00 -0.02 -0.01
C -1.80698 0.78263 -2.91286 -0.11 -0.08 0.16
P -0.50508 1.15939 -1.70920 0.44 -0.01 -0.04
C -0.18929 2.92558 -1.96104 -0.05 0.00 0.11
C 1.01444 0.30976 -2.17780 0.00 -0.02 0.05
C 1.38551 0.07516 -3.49791 -0.04 0.02 -0.01
C 2.61779 -0.49819 -3.77449 0.01 0.00 0.01
C 3.48495 -0.82111 -2.73898 -0.01 0.01 -0.01
C 3.12188 -0.58624 -1.42076 0.00 0.01 0.04
C 1.87930 -0.02822 -1.13202 -0.10 0.03 -0.03
P 1.34321 0.32046 0.57052 0.02 -0.11 0.13
C 2.26456 1.77025 1.13755 -0.12 0.05 0.01
C 1.99402 -1.05509 1.55611 -0.06 0.00 0.01
H -1.54641 1.20610 -3.88364 0.06 0.03 0.03
H -2.73306 1.24689 -2.57117 -0.01 0.00 -0.02
H -1.97224 -0.28636 -3.02969 0.00 0.01 0.01
H 0.13231 3.08532 -2.99105 -0.01 -0.04 -0.01
H 0.58780 3.27571 -1.28412 0.00 0.00 0.00
H -1.10009 3.49298 -1.77220 0.00 0.01 -0.01
H 0.72267 0.33774 -4.31316 0.00 -0.01 -0.01
H 2.90589 -0.68732 -4.79966 0.00 0.00 0.00
H 4.44853 -1.26040 -2.95882 0.00 0.00 0.00
H 3.81528 -0.84532 -0.63119 0.00 0.00 0.00
H 3.33338 1.61861 0.98332 -0.01 -0.03 -0.02
H 2.07671 1.92841 2.20001 0.00 -0.01 0.00
H 1.94723 2.65841 0.59289 0.01 0.01 0.00
H 3.07218 -1.13701 1.42301 0.00 0.02 -0.04
H 1.53289 -1.99446 1.25111 -0.01 0.01 0.00
H 1.79730 -0.87652 2.61327 -0.03 0.01 -0.02
O -3.01792 3.49435 -0.10243 0.06 -0.08 -0.01
Cl -2.60667 2.62887 0.92095 -0.12 0.37 0.25
O -3.13936 2.89793 2.18657 0.04 -0.08 -0.14
O -2.86323 1.19006 0.52880 0.29 -0.24 -0.27
O -1.08859 2.57799 0.98605 0.07 -0.12 -0.11